(1)
Formula: C46H44Cl7N6O6P2Rb
Source: OMol25
Level of theory: the ωB97M-V functional and the def2-TZVPD basis

Its HOMO-LUMO gap is 0.21938 Eh. Its highest occupied orbital energy is -2.29 eV. The net charge is -2.

Last column: Mulliken charge in e.
Cartesian coordinates (Å):
Rb  -0.93  -0.24  -0.06  0.83
O  3.45  1.22  1.83  -0.44
N  2.79  2.33  1.39  -0.06
C  2.77  3.27  2.23  -1.00
C  2.10  4.53  1.93  0.68
C  2.64  5.68  2.52  -0.71
C  2.15  6.94  2.25  -0.69
C  1.08  7.08  1.38  -0.95
C  0.51  5.95  0.82  0.07
C  0.97  4.66  1.09  -0.10
P  0.03  3.22  0.35  1.91
C  -1.68  3.85  0.48  0.02
C  -2.14  4.56  1.58  -0.63
C  -3.49  4.83  1.75  -0.74
C  -4.41  4.38  0.81  -0.78
C  -3.98  3.64  -0.28  -0.43
C  -2.62  3.38  -0.44  -0.11
C  0.45  3.47  -1.41  0.73
C  1.47  2.66  -1.91  -0.13
C  1.89  2.80  -3.23  -0.55
C  1.27  3.71  -4.07  -0.53
C  0.23  4.50  -3.58  -0.85
C  -0.17  4.38  -2.26  -0.23
H  3.32  0.59  1.08  0.16
H  3.30  3.17  3.18  0.34
H  3.49  5.56  3.18  0.42
H  2.60  7.81  2.72  0.37
H  0.69  8.06  1.14  0.43
H  -0.33  6.06  0.15  0.30
H  -1.44  4.91  2.33  0.42
H  -3.82  5.39  2.62  0.35
H  -5.47  4.58  0.95  0.35
H  -4.68  3.25  -1.00  0.28
H  -2.31  2.78  -1.29  0.21
H  1.93  1.91  -1.28  -0.12
H  2.67  2.15  -3.61  0.42
H  1.57  3.79  -5.10  0.43
H  -0.28  5.19  -4.24  0.38
H  -1.00  4.99  -1.90  0.23
Cl  4.49  0.36  -1.42  -0.26
C  3.55  -1.01  -1.96  0.56
C  4.08  -1.80  -2.99  -0.58
C  3.39  -2.88  -3.46  0.54
Cl  4.08  -3.84  -4.75  -0.36
C  2.13  -3.22  -2.91  0.50
C  1.36  -4.32  -3.34  -1.02
C  0.15  -4.58  -2.75  -0.88
C  -0.28  -3.73  -1.72  -0.51
N  0.40  -2.70  -1.30  0.54
C  1.59  -2.42  -1.88  -0.46
C  2.30  -1.23  -1.36  -0.68
O  1.79  -0.51  -0.46  0.12
H  5.04  -1.54  -3.41  0.46
H  1.73  -4.95  -4.14  0.39
H  -0.46  -5.41  -3.07  0.42
H  -1.24  -3.90  -1.24  0.38
O  -0.05  -1.37  1.97  1.13
P  0.36  -1.72  3.34  -1.85
N  1.92  -2.32  3.37  0.50
C  2.37  -3.07  2.18  -0.26
C  3.76  -2.52  1.89  0.10
C  4.28  -2.17  3.29  -0.79
C  3.04  -1.58  3.97  -0.13
N  0.39  -0.45  4.40  0.53
C  -0.40  -0.45  5.64  -0.62
C  -0.56  1.03  5.99  -0.74
C  -0.57  1.70  4.62  -0.51
C  0.50  0.92  3.87  0.11
N  -0.59  -2.89  4.02  0.34
C  -1.69  -3.52  3.26  -0.65
C  -1.64  -5.01  3.67  -0.62
C  -0.31  -5.18  4.40  -0.54
C  -0.11  -3.81  5.04  -0.73
H  1.68  -2.92  1.35  0.04
H  2.43  -4.14  2.40  0.21
H  3.68  -1.61  1.28  -0.57
H  4.39  -3.23  1.36  0.54
H  5.12  -1.47  3.29  0.38
H  4.59  -3.08  3.81  0.34
H  2.98  -0.51  3.75  -0.14
H  3.07  -1.70  5.05  0.18
H  0.10  -1.01  6.44  0.34
H  -1.38  -0.91  5.46  0.31
H  0.30  1.38  6.57  0.29
H  -1.46  1.22  6.57  0.39
H  -0.35  2.77  4.65  0.40
H  -1.53  1.55  4.12  0.10
H  1.50  1.32  4.09  0.05
H  0.36  0.93  2.79  -0.19
H  -1.53  -3.36  2.19  0.21
H  -2.64  -3.05  3.50  0.35
H  -1.74  -5.67  2.80  0.34
H  -2.46  -5.23  4.35  0.29
H  0.51  -5.35  3.69  0.13
H  -0.32  -6.00  5.12  0.43
H  0.93  -3.59  5.28  0.35
H  -0.70  -3.72  5.96  0.33
Cl  -3.89  0.42  -1.88  -0.08
C  -2.76  0.89  -3.17  0.85
C  -1.53  0.28  -3.21  -1.26
C  -0.75  0.64  -4.29  0.72
Cl  0.84  -0.15  -4.48  -0.14
C  -1.12  1.56  -5.26  -0.61
Cl  -0.12  1.92  -6.64  -0.17
C  -2.35  2.20  -5.13  0.42
Cl  -2.83  3.41  -6.28  -0.26
C  -3.19  1.86  -4.07  -0.17
Cl  -4.73  2.66  -3.92  -0.20
O  -3.01  -1.27  1.38  -0.65
N  -2.68  -0.36  2.16  0.78
O  -2.68  -0.55  3.39  -0.63
O  -2.36  0.76  1.70  -0.42


(2)
Formula: C6H5NO3
Source: OMol25
Level of theory: the ωB97M-V functional and the def2-TZVPD basis

Its HOMO-LUMO gap is 0.31768 Eh. Its highest occupied orbital energy is -8.90 eV.

Last column: Mulliken charge in e.
Cartesian coordinates (Å):
C  2.08  -0.21  -0.21  0.28
C  0.55  -0.12  -0.09  0.46
C  -0.22  -1.27  -0.01  -0.57
C  -1.49  -1.17  0.03  -0.05
C  -2.10  0.11  -0.03  -0.36
C  -1.39  1.22  -0.12  -0.26
H  3.29  0.50  1.29  0.40
H  0.29  -2.10  -0.08  0.62
H  -2.04  -2.34  0.14  0.15
H  -3.44  0.04  -0.07  0.16
H  -1.76  2.37  -0.10  0.32
N  0.07  1.15  -0.25  0.51
O  2.76  0.84  0.28  -0.51
O  2.62  -1.26  -0.47  -0.52
O  0.75  2.24  -0.30  -0.64


(3)
Formula: C7H10ClIN3O4SV
Source: OMol25
Level of theory: the ωB97M-V functional and the def2-TZVPD basis

Its HOMO-LUMO gap (spin up / spin down) is 0.22944 / 0.25872 Eh. Its expectation value of S² is 2.021. Its highest occupied orbital energy (spin up / spin down) is -15.15 / -15.15 eV. The net charge is +2. Its spin multiplicity is 3.

Last column: Mulliken charge in e.
Cartesian coordinates (Å):
V  -0.41  -0.18  0.90  0.99
O  -0.48  1.61  -2.41  -0.41
Cl  -0.69  0.82  -1.29  1.90
O  -1.80  -0.08  -1.28  -0.49
O  0.49  -0.05  -0.91  -0.49
O  -0.83  1.59  0.02  -0.55
C  4.70  -0.41  -0.12  -1.06
N  3.50  -0.62  0.68  -0.11
C  2.76  0.35  1.16  0.87
N  3.03  1.62  0.92  -0.37
S  1.42  -0.03  2.25  -0.40
H  5.10  -1.38  -0.39  0.34
H  5.45  0.14  0.45  0.39
H  4.45  0.13  -1.04  0.37
H  3.24  -1.56  0.95  0.28
H  3.83  1.90  0.38  0.22
H  2.49  2.35  1.38  0.25
I  -2.70  -2.60  5.63  0.28
C  -2.46  -2.66  3.58  -0.64
C  -3.06  -3.64  2.79  0.02
C  -2.87  -3.65  1.42  -0.88
C  -2.08  -2.67  0.85  -0.02
N  -1.50  -1.72  1.61  -0.35
C  -1.68  -1.72  2.94  0.18
H  -3.68  -4.40  3.25  0.44
H  -3.33  -4.40  0.79  0.42
H  -1.91  -2.62  -0.22  0.48
H  -1.18  -0.94  3.51  0.33


(4)
Formula: C26H40BrEuNOP2
Source: OMol25
Level of theory: the ωB97M-V functional and the def2-TZVPD basis

Its HOMO-LUMO gap (spin up / spin down) is 0.14002 / 0.14197 Eh. Its expectation value of S² is 15.760. Its highest occupied orbital energy (spin up / spin down) is -11.34 / -11.34 eV. The net charge is +2. Its spin multiplicity is 8.

Last column: Mulliken charge in e.
Cartesian coordinates (Å):
N  4.14  -6.21  -7.44  -0.52
C  5.00  -5.31  -6.97  -0.33
C  4.74  -4.52  -5.85  -0.48
C  3.51  -4.65  -5.15  0.81
C  2.60  -5.61  -5.70  -0.44
C  2.98  -6.37  -6.82  -0.38
C  3.20  -3.80  -4.00  -0.30
Eu  2.34  -2.44  -0.17  1.33
P  -1.55  -1.79  5.35  -0.16
C  2.13  -4.07  -3.20  -0.72
C  1.35  -3.10  -2.48  1.39
C  0.42  -3.61  -1.51  -1.35
C  -0.48  -2.75  -0.91  -0.62
C  -0.59  -1.40  -1.38  0.70
C  0.51  -0.86  -2.08  -1.54
C  1.50  -1.69  -2.63  -0.79
Br  0.18  -0.94  1.41  -0.53
H  3.81  -2.91  -3.84  0.34
H  1.67  -5.06  -3.22  0.35
H  5.49  -3.81  -5.52  0.34
H  1.60  -5.77  -5.30  0.30
H  5.94  -5.22  -7.52  0.37
H  2.31  -7.13  -7.24  0.36
H  0.47  -4.67  -1.26  0.51
H  2.31  -1.30  -3.26  0.36
H  -1.10  -3.15  -0.10  0.60
H  0.53  0.24  -2.21  0.82
P  -2.25  -0.67  -1.48  0.33
C  0.20  -1.90  4.86  0.03
C  1.06  -2.60  5.91  -1.31
H  0.55  -0.87  4.67  0.36
H  0.21  -2.43  3.90  -0.03
H  2.12  -2.43  5.70  0.37
H  0.86  -2.22  6.92  0.36
H  0.88  -3.68  5.92  0.31
C  -2.40  -2.99  4.26  0.26
C  -3.76  -3.44  4.80  -1.22
H  -1.72  -3.85  4.17  0.42
H  -2.49  -2.50  3.29  -0.43
H  -4.10  -4.32  4.26  0.36
H  -3.71  -3.70  5.86  0.36
H  -4.52  -2.67  4.68  0.32
C  -2.16  -0.19  4.66  0.00
C  -2.11  0.97  5.66  -1.30
H  -3.20  -0.38  4.36  0.36
H  -1.55  0.01  3.77  -0.10
H  -2.49  1.88  5.18  0.38
H  -2.73  0.77  6.54  0.35
H  -1.09  1.18  6.00  0.32
C  -2.49  1.04  -0.96  -0.47
C  -3.71  1.69  -1.63  -1.12
H  -1.56  1.60  -1.20  0.51
H  -2.57  1.03  0.14  0.52
H  -3.42  2.22  -2.55  0.32
H  -4.50  0.97  -1.90  0.31
H  -4.16  2.43  -0.94  0.38
C  -3.23  -1.69  -0.37  -0.26
C  -3.70  -2.99  -0.99  -1.30
H  -4.05  -1.06  -0.02  0.58
H  -2.60  -1.88  0.51  0.12
H  -4.30  -2.82  -1.89  0.38
H  -2.87  -3.64  -1.25  0.33
H  -4.32  -3.52  -0.26  0.45
C  -2.62  -0.75  -3.25  -0.65
C  -1.92  0.29  -4.14  -1.30
H  -3.72  -0.69  -3.36  0.62
H  -2.33  -1.76  -3.58  0.59
H  -1.30  -0.21  -4.89  0.32
H  -2.66  0.90  -4.68  0.33
H  -1.27  0.98  -3.59  0.36
O  2.40  1.51  0.15  -0.14
C  2.57  0.37  0.09  0.16


(5)
Formula: C13H42BO11
Source: OMol25
Level of theory: the ωB97M-V functional and the def2-TZVPD basis

Its HOMO-LUMO gap is 0.35339 Eh. Its highest occupied orbital energy is -6.93 eV. The net charge is -1.

Last column: Mulliken charge in e.
Cartesian coordinates (Å):
B  0.37  -0.04  -0.76  2.04
H  1.17  0.78  -0.68  -0.44
H  0.37  -0.42  -1.84  -0.24
H  0.64  -0.92  -0.07  -0.39
H  -0.68  0.35  -0.54  -0.71
C  3.42  -1.00  -3.03  -0.41
C  2.73  -2.30  -2.61  -0.34
O  1.47  -2.49  -3.27  -0.63
O  2.74  0.19  -2.61  -0.57
H  3.51  -1.05  -4.12  0.31
H  4.41  -0.99  -2.55  0.32
H  2.47  -2.36  -1.55  0.09
H  3.42  -3.13  -2.78  0.40
H  0.88  -1.89  -2.80  0.27
H  1.87  0.11  -2.15  0.24
C  -0.50  -1.27  2.36  0.34
C  0.11  -2.67  2.51  -0.48
O  -0.85  -3.62  2.95  -0.58
O  -1.46  -1.30  1.34  -0.62
H  0.27  -0.51  2.17  -0.05
H  -0.96  -1.02  3.32  0.19
H  0.96  -2.64  3.18  0.39
H  0.54  -2.97  1.55  0.18
H  -1.59  -3.56  2.33  0.34
H  -1.10  -1.05  0.47  -0.12
C  3.79  1.71  2.08  -0.25
C  3.60  1.04  0.73  0.03
O  3.13  -0.31  0.78  -0.61
O  4.48  2.94  1.89  -0.58
H  4.43  1.13  2.75  0.30
H  2.81  1.93  2.50  -0.03
H  4.54  1.05  0.16  0.33
H  2.98  1.63  0.05  0.19
H  2.32  -0.32  0.25  0.06
H  5.41  2.82  1.69  0.32
C  -2.86  -4.15  -1.87  -0.65
C  -2.72  -2.61  -1.99  0.71
O  -3.66  -2.07  -2.89  -0.64
O  -1.80  -4.62  -1.04  -0.49
H  -2.81  -4.59  -2.87  0.29
H  -3.83  -4.34  -1.40  0.33
H  -1.68  -2.39  -2.24  -0.29
H  -2.90  -2.20  -0.99  0.07
H  -3.80  -1.15  -2.67  0.39
H  -1.00  -4.55  -1.57  0.29
C  -2.03  2.87  -1.69  -0.33
C  -2.89  1.88  -2.52  -0.41
O  -2.85  0.62  -1.87  -0.52
O  -0.68  2.70  -2.08  -0.63
H  -2.14  2.73  -0.61  0.10
H  -2.28  3.91  -1.94  0.40
H  -2.49  1.76  -3.53  0.26
H  -3.92  2.24  -2.55  0.38
H  -1.93  0.35  -1.72  0.35
H  -0.37  1.88  -1.68  0.15
C  -1.17  2.04  4.12  -1.30
C  -1.05  3.21  3.17  0.24
C  -0.63  2.77  1.78  -0.40
O  -2.37  3.80  3.05  -0.60
H  -1.32  2.46  5.12  0.40
H  -0.25  1.46  4.15  0.29
H  -2.06  1.44  3.92  0.31
H  -0.37  4.03  3.43  0.41
H  -0.63  3.54  1.01  0.49
H  -1.31  2.00  1.42  -0.07
H  0.39  2.39  1.92  -0.17
H  -2.28  4.74  2.90  0.33


(6)
Formula: C4H5N2
Source: OMol25
Level of theory: the ωB97M-V functional and the def2-TZVPD basis

Its HOMO-LUMO gap is 0.35108 Eh. Its highest occupied orbital energy is -17.11 eV. The net charge is +1.

Last column: Mulliken charge in e.
Cartesian coordinates (Å):
C  2.60  -0.37  0.03  0.52
C  0.65  -0.47  0.09  0.63
C  1.35  0.85  0.02  -0.22
C  -0.72  -0.80  0.00  -1.21
N  1.63  -1.29  -0.06  -0.35
N  3.54  0.33  0.00  -0.14
H  1.41  1.39  -0.91  0.30
H  1.48  1.59  0.72  0.34
H  -0.98  -1.87  0.42  0.33
H  -1.16  -0.64  -0.97  0.35
H  -1.50  -0.27  0.41  0.44


(7)
Formula: C5H11NO
Source: OMol25
Level of theory: the ωB97M-V functional and the def2-TZVPD basis

Its HOMO-LUMO gap (spin up / spin down) is 0.25014 / 0.25005 Eh. Its highest occupied orbital energy (spin up / spin down) is -7.06 / -7.06 eV.

Last column: Mulliken charge in e.
Cartesian coordinates (Å):
C  -0.63  0.24  -2.62  -0.28
N  0.08  0.26  -1.55  0.11
C  -0.62  0.46  -0.23  0.30
O  -1.83  0.71  -0.35  -0.78
C  0.21  0.24  0.84  0.70
C  1.69  -0.01  0.82  -1.33
C  -0.43  0.23  2.20  -1.35
H  -1.01  -2.58  -0.92  0.21
H  -0.17  0.02  -3.58  0.26
H  -1.68  0.44  -2.48  0.28
H  1.07  0.05  -1.59  0.19
H  -0.73  -2.15  -0.37  -0.22
H  2.19  0.61  1.58  0.34
H  2.21  0.22  -0.12  0.34
H  1.94  -1.06  1.08  0.28
H  -0.21  -0.71  2.72  0.30
H  -0.05  1.04  2.84  0.34
H  -1.51  0.34  2.11  0.31


(8)
Formula: C4H2BrNO
Source: OMol25
Level of theory: the ωB97M-V functional and the def2-TZVPD basis

Its HOMO-LUMO gap (spin up / spin down) is 0.23388 / 0.23386 Eh. Its highest occupied orbital energy (spin up / spin down) is -8.69 / -8.69 eV.

Last column: Mulliken charge in e.
Cartesian coordinates (Å):
C  -0.35  -1.47  -0.17  0.73
C  -1.47  -0.75  -0.10  -0.69
C  1.01  2.00  0.20  0.93
C  1.56  0.97  -0.32  -0.78
N  0.75  -1.94  0.04  -0.57
O  0.30  2.94  0.23  -0.43
Br  2.40  -0.50  0.14  0.33
H  -2.21  -0.58  -0.89  0.23
H  -1.99  -0.67  0.87  0.23